(1)
A structure of composition C28H27MnN5OSTe at a distorted geometry, computed with ωB97M-V with the def2-TZVPD basis set.

CARTESIAN COORDINATES (ANGSTROEM)
Mn  -0.521  0.749  -1.110
N  3.809  0.918  -1.532
C  2.569  0.463  -1.511
N  1.508  1.207  -1.334
C  1.677  2.603  -1.252
N  0.662  3.400  -1.183
N  -0.521  2.688  -1.195
C  -1.620  3.317  -1.080
C  -2.807  2.450  -1.029
C  -4.098  2.925  -0.995
C  -5.150  2.016  -1.051
C  -4.864  0.668  -1.149
C  -3.537  0.265  -1.152
N  -2.528  1.129  -1.069
C  3.022  3.153  -1.253
C  3.271  4.524  -1.121
C  4.567  4.982  -1.075
C  5.636  4.085  -1.169
C  5.411  2.734  -1.324
C  4.099  2.279  -1.367
H  4.570  0.273  -1.684
H  2.444  -0.604  -1.650
H  -1.650  4.402  -1.048
H  -4.271  3.992  -0.946
H  -6.175  2.362  -1.031
H  -5.651  -0.069  -1.230
H  -3.265  -0.781  -1.216
H  2.432  5.203  -1.060
H  4.761  6.039  -0.961
H  6.653  4.453  -1.125
H  6.237  2.038  -1.411
O  -0.544  -1.221  -1.343
S  0.352  -2.334  -0.773
C  -0.382  -3.849  -1.279
C  -1.754  -4.062  -1.297
C  -2.219  -5.324  -1.613
C  -1.324  -6.354  -1.891
C  0.044  -6.126  -1.876
C  0.526  -4.858  -1.578
C  0.054  -2.353  0.985
C  -1.200  -2.027  1.483
C  -1.398  -2.050  2.853
C  -0.349  -2.382  3.706
C  0.901  -2.697  3.193
C  1.111  -2.678  1.821
H  -2.447  -3.259  -1.083
H  -3.284  -5.511  -1.639
H  -1.700  -7.340  -2.127
H  0.734  -6.926  -2.103
H  1.592  -4.659  -1.580
H  -2.016  -1.791  0.812
H  -2.376  -1.824  3.257
H  -0.514  -2.414  4.775
H  1.711  -2.967  3.858
H  2.083  -2.929  1.409
C  1.079  1.579  3.375
Te  -0.379  1.997  1.889
C  -2.031  1.537  3.149
H  1.037  2.378  4.111
H  2.060  1.564  2.906
H  0.867  0.617  3.836
H  -1.761  0.706  3.795
H  -2.892  1.274  2.537
H  -2.253  2.420  3.741

Properties
Charge = +2
2S+1 = 2
Frontier orbital gap (spin up / spin down) = 7.07 / 7.09 eV
E_HOMO (spin up / spin down) = -0.488 / -0.489 Eh
LUMO (spin up / spin down) = -0.2282 / -0.2281 hartree
ΔE to the lowest compared entry with this formula, charge and spin = 0.000 eV
Energy = -88406.420 eV

Mulliken population analysis, charges in e, atoms 1 to 8: 0.61, 0.10, -0.53, 0.00, 0.17, -0.87, 0.38, -0.44



(2)
A structure of composition C28H28BrN11O4S3Zn at a distorted geometry, computed with ωB97M-V with the def2-TZVPD basis set.

CARTESIAN COORDINATES (ANGSTROEM)
Zn  12.094  12.664  10.587
S  10.235  12.601  9.090
C  8.995  12.731  10.238
C  7.638  12.952  9.727
N  6.555  13.159  9.314
C  9.164  12.708  11.676
S  10.647  12.585  12.503
C  7.953  12.804  12.463
N  6.906  12.893  12.995
C  9.981  18.724  5.997
C  11.277  19.408  6.416
S  12.192  18.658  7.740
O  13.526  19.242  7.665
O  12.007  17.236  7.636
C  11.429  19.146  9.288
C  12.135  18.700  10.574
N  12.540  17.281  10.598
C  11.770  16.137  10.482
N  12.393  15.107  9.957
C  13.655  15.581  9.595
C  13.819  16.882  10.078
N  14.976  17.595  10.196
O  15.977  17.065  9.666
O  14.943  18.676  10.837
C  10.426  16.087  11.104
H  9.613  19.181  5.075
H  9.179  18.783  6.759
H  10.141  17.653  5.769
H  11.140  20.477  6.620
H  12.028  19.353  5.560
H  10.385  18.772  9.257
H  11.390  20.227  9.281
H  11.445  18.792  11.446
H  13.061  19.239  10.792
H  14.325  14.988  8.975
H  9.950  17.056  11.018
H  10.465  15.723  12.166
H  9.850  15.282  10.563
C  14.367  14.031  12.996
C  14.925  13.296  11.806
N  14.192  12.667  10.864
C  15.054  12.307  9.851
C  16.311  12.664  10.175
N  16.255  13.342  11.395
C  17.417  13.812  12.169
N  18.230  12.671  12.664
N  19.550  12.634  12.394
N  20.118  11.654  13.029
C  19.152  11.020  13.835
C  19.230  9.839  14.568
C  18.071  9.479  15.271
C  16.942  10.286  15.260
C  16.799  11.443  14.468
C  17.944  11.752  13.713
H  13.584  13.389  13.464
H  13.917  14.982  12.726
H  15.148  14.300  13.742
H  14.640  11.813  8.969
H  17.217  12.576  9.623
H  17.120  14.428  13.022
H  18.064  14.418  11.529
H  20.158  9.280  14.608
H  18.147  8.556  15.815
H  16.120  10.037  15.925
H  15.912  12.056  14.446
Br  14.452  8.014  13.048
C  13.382  8.396  11.545
C  13.335  7.589  10.419
C  12.545  8.024  9.363
C  11.924  9.284  9.465
N  12.108  10.137  10.514
C  12.670  9.616  11.585
H  13.914  6.671  10.420
H  12.455  7.443  8.471
H  11.253  9.672  8.704
H  12.646  10.216  12.479

Properties
Frontier orbital gap = 5.55 eV
E_HOMO = -0.252 Eh
LUMO = -0.0479 hartree
ΔE to the lowest compared entry with this formula, charge and spin = 0.000 eV
Energy = -205033.629 eV

Mulliken population analysis, charges in e, atoms 1 to 8: 1.32, -0.47, 0.40, -0.22, -0.49, 0.51, -0.55, -0.18



(3)
A structure of composition C28H28BrN7O4Rb at a distorted geometry, computed with ωB97M-V with the def2-TZVPD basis set.

CARTESIAN COORDINATES (ANGSTROEM)
Rb  -0.436  0.366  0.839
O  -1.823  -2.435  -2.824
C  -1.541  -3.581  -2.181
C  -1.347  -4.735  -2.943
C  -1.036  -5.935  -2.327
C  -0.913  -6.003  -0.941
C  -1.112  -4.855  -0.186
C  -1.436  -3.636  -0.777
C  -1.651  -2.387  0.055
O  -1.841  -1.280  -0.607
N  -1.564  -2.562  1.341
N  -1.940  -1.519  2.193
C  -1.108  -1.138  3.090
C  0.300  -1.594  3.351
C  0.476  -2.885  3.854
C  1.718  -3.369  4.240
C  2.817  -2.512  4.112
C  2.674  -1.235  3.608
C  1.417  -0.703  3.190
O  1.317  0.483  2.684
H  -1.903  -1.765  -2.067
H  -1.443  -4.658  -4.019
H  -0.885  -6.822  -2.933
H  -0.659  -6.937  -0.456
H  -1.015  -4.868  0.894
H  -1.506  -0.366  3.746
H  -0.399  -3.523  3.935
H  1.830  -4.374  4.627
H  3.805  -2.856  4.408
H  3.532  -0.580  3.504
Br  -2.144  5.074  0.437
C  -2.415  3.953  -1.080
C  -3.074  4.494  -2.182
C  -3.247  3.673  -3.277
C  -2.776  2.373  -3.238
C  -2.143  1.941  -2.084
N  -1.965  2.728  -1.019
H  -3.434  5.512  -2.164
H  -3.756  4.049  -4.158
H  -2.898  1.696  -4.073
H  -1.779  0.920  -1.986
C  -1.581  4.997  5.087
N  -2.022  3.887  4.263
C  -3.320  3.459  4.068
C  -3.234  2.412  3.197
N  -1.920  2.192  2.851
C  -1.228  3.088  3.504
H  -2.421  5.350  5.680
H  -1.212  5.825  4.482
H  -0.793  4.675  5.765
H  -4.153  3.925  4.569
H  -4.029  1.795  2.806
H  -0.149  3.179  3.483
N  1.203  0.891  -1.287
C  2.066  0.739  -2.041
N  3.106  0.544  -2.864
C  2.887  -0.262  -4.072
C  4.226  -0.786  -4.531
O  5.146  0.280  -4.735
C  5.372  1.000  -3.531
C  4.092  1.615  -3.019
H  2.433  0.348  -4.860
H  2.213  -1.081  -3.829
H  4.123  -1.303  -5.482
H  4.624  -1.485  -3.787
H  6.100  1.776  -3.757
H  5.790  0.332  -2.769
H  3.730  2.370  -3.726
H  4.251  2.086  -2.051

Properties
Charge = -1
Frontier orbital gap = 5.40 eV
E_HOMO = -0.126 Eh
LUMO = 0.0726 hartree
ΔE to the lowest compared entry with this formula, charge and spin = 0.761 eV
Energy = -118809.493 eV

Mulliken population analysis, charges in e, atoms 1 to 8: 0.94, -0.75, 0.29, -0.72, -0.21, -0.84, -0.36, 0.14